This record from the OMol25 dataset describes a molecular structure, C37H30N4S2SbTi at a distorted geometry. The level of theory is wB97M-V/def2-TZVPD.

Output
- ΔE to the lowest compared entry with this formula, charge and spin (kcal per mole) = 38.4
- frontier orbital gap (eV) = 6.8
- molar mass (u) = 764.44
- total energy (a.u.) = -3532.10057
- total charge = +3

Last column: Mulliken charge in e.
Element x y z (Å)
1 Sb 0.593 0.572 1.836  1.98
2 Ti -1.592 0.222 -1.342  -1.20
3 S -1.159 1.347 0.569  -0.39
4 S -5.049 3.184 -1.889  0.02
5 N -1.173 -1.181 -3.036  -0.16
6 N -3.034 1.677 -1.945  0.34
7 N 0.142 1.054 -2.245  1.05
8 N -5.180 -5.623 0.813  -0.35
9 C -4.599 -4.660 0.546  -0.38
10 C 2.096 -0.074 0.572  0.72
11 C -1.956 -1.933 4.193  -0.70
12 C -0.119 -0.876 3.072  0.61
13 C 3.285 0.566 0.663  -0.91
14 C 1.705 1.998 4.331  -0.63
15 C 0.748 -1.914 3.404  -0.33
16 C 1.893 -1.265 -0.164  -0.05
17 C 2.200 4.386 4.417  -0.69
18 C 1.884 2.683 -2.251  -1.36
19 C -4.252 1.805 -1.332  -0.15
20 C 2.594 1.900 -3.149  -0.67
21 C -1.461 -0.899 3.426  -0.59
22 C -3.360 -1.502 -1.014  -0.63
23 C 1.489 3.399 2.349  -0.50
24 C -4.284 -2.517 -0.610  -1.34
25 C 0.177 -0.844 -3.647  0.69
26 C 1.925 -1.213 -5.193  -0.72
27 C -1.708 -2.394 0.564  0.39
28 C 1.370 2.162 2.988  0.64
29 C -1.079 -2.921 4.686  -0.55
30 C -3.687 3.560 -2.873  -0.38
31 C 0.317 -2.919 4.287  -0.68
32 C -3.823 -3.502 0.279  0.63
33 C 2.135 3.130 5.012  -0.61
34 C -2.538 -3.468 0.806  -0.84
35 C 2.964 -1.809 -0.837  -0.70
36 C 2.032 0.703 -3.724  0.64
37 C 2.636 -0.114 -4.711  -1.03
38 C 0.700 -1.593 -4.660  -0.64
39 C 0.679 2.160 -1.763  -0.44
40 C 4.396 0.043 0.005  -0.83
41 C 4.187 -1.142 -0.706  -0.73
42 C 1.892 4.488 3.072  -0.68
43 C -2.101 -1.420 -0.386  1.86
44 C -2.688 2.669 -2.774  -0.74
45 C 0.784 0.314 -3.209  -0.15
46 H 5.062 -1.580 -1.212  0.39
47 H 0.825 -1.669 -0.169  -0.13
48 H -5.220 -2.716 -1.064  0.56
49 H 2.231 3.654 -1.881  0.46
50 H -1.772 2.660 -3.278  0.59
51 H 2.001 5.448 2.599  0.43
52 H 0.092 2.746 -1.020  0.75
53 H -0.669 -2.391 0.883  0.50
54 H -1.394 -3.780 5.226  0.47
55 H 1.767 -2.025 3.058  0.47
56 H -2.258 -4.277 1.506  0.46
57 H 0.165 -2.457 -5.074  0.52
58 H 2.435 5.234 5.016  0.47
59 H 0.980 -3.785 4.494  0.39
60 H -4.706 1.111 -0.582  0.35
61 H 3.586 0.128 -5.205  0.51
62 H 3.567 2.129 -3.456  0.64
63 H 1.625 1.028 4.841  0.41
64 H -2.161 -0.149 3.185  0.52
65 H 2.382 -1.806 -6.046  0.39
66 H -1.195 -2.195 -2.934  0.47
67 H 2.779 -2.622 -1.550  0.51
68 H 5.413 0.411 0.233  0.46
69 H 3.315 1.416 1.255  0.79
70 H -3.046 -1.996 4.393  0.44
71 H 1.170 3.430 1.348  0.39
72 H -3.801 4.433 -3.579  0.39
73 H -1.966 -0.948 -3.677  0.38
74 H 2.494 3.073 5.994  0.46
75 H -3.681 -0.745 -1.737  0.74



This record from the OMol25 dataset describes a molecular structure, C37H31BaN12O3 at a distorted geometry. The level of theory is wB97M-V/def2-TZVPD.

Output
- ΔE to the lowest compared entry with this formula, charge and spin (kcal per mole) = 13.2
- ⟨S²⟩ = 0.765
- frontier orbital gap (spin up / spin down) (eV) = 3.7 / 6.8
- multiplicity = 2
- molar mass (u) = 829.06
- total energy (a.u.) = -2336.85920

Last column: Mulliken charge in e.
Element x y z (Å)
1 Ba 1.886 1.172 -1.182  1.67
2 O -3.079 -2.811 2.318  -0.24
3 O 3.580 1.736 -2.828  -0.81
4 O 0.209 2.904 -2.121  -0.59
5 N -2.811 -0.679 -2.169  -0.80
6 N 2.058 3.565 0.308  0.08
7 N -0.616 2.593 -3.140  0.38
8 N 4.555 3.032 -1.162  -0.50
9 N 2.007 -2.692 2.315  0.88
10 N 2.147 -1.642 3.148  -0.92
11 N 4.631 -0.265 -1.208  0.14
12 N -0.835 -0.055 -1.310  0.20
13 N 1.713 -0.939 1.060  0.30
14 N -4.062 -4.314 3.581  -0.50
15 N -4.990 -3.349 3.258  -0.47
16 N -2.953 0.408 -1.389  1.50
17 C -1.772 0.769 -0.883  -0.78
18 C -4.332 -0.752 0.751  -0.15
19 C 3.683 4.166 -1.443  -0.42
20 C -4.951 -1.309 1.867  -0.04
21 C 2.064 -4.047 2.823  -1.22
22 C -0.237 1.702 -4.127  -0.37
23 C 4.472 2.002 -1.946  -0.85
24 C -1.690 -4.692 3.031  0.10
25 C -4.255 0.961 -1.111  -1.55
26 C -1.878 3.155 -3.177  -0.42
27 C -2.780 2.779 -4.126  -0.64
28 C 0.804 5.160 1.553  -0.95
29 C -4.389 -2.493 2.506  0.49
30 C -1.523 -0.919 -2.101  -0.71
31 C 1.963 -0.613 2.354  -0.66
32 C 2.449 5.867 -0.034  -0.79
33 C 5.327 0.815 -1.582  1.05
34 C 6.691 -1.458 -0.971  -0.67
35 C -1.128 1.316 -5.087  -0.71
36 C 1.130 3.862 1.211  -0.27
37 C 7.406 -0.329 -1.338  -0.35
38 C 6.713 0.832 -1.637  -0.62
39 C 1.747 -2.256 1.077  -0.49
40 C -6.135 -0.765 2.357  -0.90
41 C -4.892 0.348 0.118  1.00
42 C -2.448 1.812 -5.104  -0.56
43 C -0.478 -4.021 2.873  -0.10
44 C 5.311 -1.369 -0.909  -0.27
45 C -2.960 -3.975 3.007  0.44
46 C -0.515 -6.771 3.261  -0.61
47 C -6.071 0.892 0.616  -0.82
48 C 2.705 4.532 -0.344  0.66
49 C 1.494 6.181 0.914  -0.30
50 C -6.687 0.337 1.728  -0.58
51 C 0.689 -6.107 3.094  -0.84
52 C 0.715 -4.729 2.912  0.93
53 C -1.707 -6.068 3.234  -0.85
54 H 7.223 1.744 -1.913  0.43
55 H -3.424 -1.198 0.368  0.68
56 H -2.657 -6.570 3.360  0.50
57 H 8.487 -0.351 -1.388  0.41
58 H 2.743 -4.633 2.202  0.48
59 H 3.109 4.047 -2.372  0.28
60 H -7.604 0.769 2.106  0.39
61 H 1.620 -6.662 3.113  0.44
62 H 0.797 1.379 -4.126  0.39
63 H -6.606 -1.212 3.222  0.50
64 H -0.784 0.623 -5.844  0.40
65 H -2.049 3.911 -2.425  0.43
66 H 7.188 -2.388 -0.730  0.38
67 H 2.995 6.651 -0.542  0.35
68 H 2.016 0.400 2.720  0.52
69 H 1.287 7.216 1.153  0.41
70 H 0.045 5.367 2.293  0.40
71 H -1.642 1.629 -0.247  0.46
72 H -0.476 -2.947 2.735  0.58
73 H -0.525 -7.843 3.406  0.40
74 H 0.629 3.021 1.682  0.45
75 H 4.327 5.040 -1.579  0.44
76 H -4.146 2.039 -0.994  0.47
77 H -4.863 0.788 -1.999  0.34
78 H 4.720 -2.224 -0.596  0.40
79 H 2.510 -3.963 3.813  0.30
80 H 1.579 -2.916 0.241  0.44
81 H -3.153 1.513 -5.864  0.39
82 H -6.510 1.755 0.129  0.46
83 H -1.064 -1.726 -2.646  0.49
84 H -3.750 3.261 -4.122  0.45



This record from the OMol25 dataset describes a molecular structure, C37H31BrN3O5S2W. The level of theory is wB97M-V/def2-TZVPD.

Output
- ΔE to the lowest compared entry with this formula, charge and spin (kcal per mole) = 14.6
- frontier orbital gap (spin up / spin down) (eV) = 6.6 / 6.6
- molar mass (u) = 925.55
- total energy (a.u.) = -5406.36876
- total charge = +1

Last column: Mulliken charge in e.
Element x y z (Å)
1 W 0.236 1.259 1.186  1.41
2 Br 5.598 4.843 3.719  -0.15
3 S -1.697 0.025 2.012  -0.48
4 S -3.702 -1.165 0.217  0.01
5 O 0.866 0.477 2.888  -0.86
6 O 1.428 -5.428 -0.129  -0.35
7 O 0.404 -0.099 -0.213  -0.87
8 O 0.807 3.049 0.828  0.49
9 O 2.476 0.932 1.427  -0.64
10 N 0.357 -2.793 0.094  0.58
11 N -1.477 2.052 0.094  0.12
12 N -2.419 1.088 -0.322  -0.40
13 C 3.904 4.046 3.962  -0.12
14 C -1.731 3.235 -0.417  1.30
15 C -1.351 -5.981 2.208  -0.71
16 C 1.771 4.002 5.060  -0.75
17 C 0.342 4.250 0.478  0.25
18 C -1.318 -1.573 -3.876  -0.70
19 C 0.348 -5.230 0.668  1.17
20 C -0.563 6.793 -0.134  -0.94
21 C -0.175 -3.930 0.769  0.17
22 C -2.901 3.420 -1.338  -1.54
23 C 1.169 5.351 0.713  -0.90
24 C 1.411 2.880 4.329  -0.51
25 C 3.291 -0.686 -3.127  -0.97
26 C -0.919 4.397 -0.106  0.53
27 C 2.717 -1.759 -2.486  -0.93
28 C -2.818 -3.442 -3.956  -0.71
29 C 1.237 -2.750 -0.862  0.14
30 C 1.927 1.241 2.527  1.07
31 C 1.756 -1.570 -1.477  0.16
32 C -2.563 0.127 0.507  0.24
33 C -3.644 -2.811 -3.037  -0.53
34 C -1.651 -2.824 -4.379  -0.54
35 C -0.259 -6.247 1.395  -0.50
36 C -3.312 -1.565 -2.516  0.44
37 C 2.037 -6.718 -0.123  -1.05
38 C 0.712 6.612 0.410  -0.52
39 C -2.135 -0.951 -2.944  0.31
40 C -4.225 -0.919 -1.509  -0.94
41 C 1.373 -0.263 -1.121  0.92
42 C 3.014 4.589 4.882  -0.37
43 C 3.562 2.936 3.212  -0.33
44 C 2.910 0.603 -2.752  -0.74
45 C -1.854 -4.697 2.318  -1.02
46 C 1.965 0.818 -1.767  -0.61
47 C -1.359 5.705 -0.396  -1.01
48 C -1.259 -3.678 1.598  -0.26
49 C 2.308 2.357 3.403  0.38
50 H -0.923 7.789 -0.350  0.41
51 H 4.242 2.529 2.478  0.57
52 H 0.450 2.406 4.491  0.53
53 H -1.875 0.026 -2.562  0.29
54 H -2.344 5.865 -0.808  0.45
55 H 1.362 -7.466 -0.540  0.40
56 H 2.142 5.179 1.154  0.51
57 H -2.750 4.276 -1.987  0.53
58 H 0.122 -7.254 1.332  0.46
59 H -1.629 -2.665 1.676  -0.04
60 H 1.675 1.825 -1.488  0.45
61 H 3.004 -2.769 -2.752  0.49
62 H 1.080 4.421 5.779  0.43
63 H 3.298 5.460 5.455  0.45
64 H 2.918 -6.630 -0.751  0.25
65 H 3.360 1.457 -3.242  0.50
66 H -0.018 -1.897 0.409  -0.29
67 H -1.017 -3.304 -5.113  0.44
68 H -4.368 0.146 -1.681  0.29
69 H 4.029 -0.836 -3.900  0.44
70 H -3.061 2.530 -1.936  0.23
71 H -2.698 -4.484 2.958  0.44
72 H 1.340 7.471 0.604  0.45
73 H -5.204 -1.397 -1.539  0.57
74 H -1.802 -6.792 2.762  0.40
75 H -3.097 -4.409 -4.354  0.41
76 H 1.624 -3.696 -1.204  0.65
77 H -3.806 3.577 -0.747  0.34
78 H -0.424 -1.071 -4.223  0.45
79 H 2.334 -7.000 0.888  0.40
80 H -4.561 -3.296 -2.722  0.38



- What is the formula in the third record?
  C37H31BrN3O5S2W